(1)
Density functional theory data (the ωB97M-V functional and the def2-TZVPD basis) for the molecule C6H9NO2 at a distorted geometry.

XYZ file:
```
18
Properties=species:S:1:pos:R:3:forces:R:3:nbo_charge:R:1
C 2.3091 1.3410 1.0247 -0.004 2.354 -1.619 -0.015
N 2.3702 0.1637 0.6357 0.336 -1.175 -1.474 -0.458
C 2.1576 0.0118 -0.8006 0.321 -2.814 1.509 0.690
O 3.0682 -0.0611 -1.5833 -0.559 0.943 0.196 -0.515
C 0.7927 -0.6374 -1.0306 0.060 0.864 -0.435 -0.629
C -0.3564 0.0709 -0.3302 -0.140 -0.540 -0.312 0.621
O -0.3814 1.2674 -0.1863 0.065 0.061 -0.030 -0.549
C -1.4733 -0.8418 0.1208 -0.295 0.415 0.119 -0.512
C -2.7223 -0.0807 0.5425 0.143 -0.077 0.004 -0.604
H 2.0589 2.0743 0.1843 0.392 0.024 1.915 0.169
H 2.5800 1.6347 2.0332 -0.343 0.042 0.082 0.185
H 0.8588 -1.6792 -0.7086 0.133 0.080 0.021 0.253
H 0.6102 -0.6336 -2.1085 -0.159 -0.047 0.030 0.261
H -1.0784 -1.4287 0.9551 0.064 -0.118 -0.030 0.233
H -1.7000 -1.5435 -0.6851 0.120 -0.089 -0.009 0.223
H -3.1201 0.4879 -0.2955 -0.050 0.045 -0.008 0.214
H -2.4848 0.6221 1.3380 -0.047 0.033 0.025 0.221
H -3.4892 -0.7678 0.8946 -0.037 -0.003 0.016 0.211
```
Forces are in eV/Å.

Computed properties:
* structure (SMILES): C=NC(=O)CC(=O)CC
* relative energy (zero: lowest compared OMol25 entry of this formula, charge and spin): 1.3988 eV
* gap between HOMO and LUMO: 0.3882 Eh
* net charge: 0

(2)
Density functional theory data (the ωB97M-V functional and the def2-TZVPD basis) for a cluster of 2 separate species, C6H10N2O3 in total at a distorted geometry.

XYZ file:
```
21
Properties=species:S:1:pos:R:3:forces:R:3:nbo_charge:R:1
C -1.4579 2.7794 0.7097 0.023 0.190 0.120 -0.550
C -0.9356 1.5557 0.6227 0.042 0.242 0.261 0.310
C 0.2092 1.0433 1.4581 -0.415 0.568 0.766 -0.104
O 1.2132 0.4747 0.6765 -2.045 1.059 -0.688 -0.699
O -1.3452 0.5617 -0.2098 -0.100 -0.010 -0.050 -0.520
C -2.3788 0.8721 -1.1218 -0.367 -0.335 -0.341 -0.254
H -2.3070 3.1110 0.1194 0.173 -0.079 0.105 0.205
H -1.0281 3.4981 1.4145 -0.155 -0.383 -0.329 0.216
H 0.6401 1.8695 2.0488 -0.159 -0.270 -0.329 0.187
H -0.2009 0.3161 2.1952 0.140 0.155 -0.319 0.160
H 0.7450 -0.1406 0.0371 0.656 1.613 1.102 0.483
H -2.5541 -0.0383 -1.7333 0.169 0.635 0.410 0.197
H -3.3105 1.1317 -0.5897 0.304 -0.066 -0.162 0.180
H -2.0835 1.7108 -1.7683 -0.086 -0.191 0.101 0.184
C 1.9210 -2.6313 -1.3425 -0.096 -0.425 -0.595 -0.076
C 2.2881 -3.3893 -0.1961 0.087 -0.753 -0.042 -0.099
N 2.4221 -2.5761 0.8058 0.112 -0.171 -0.346 -0.059
O 2.1597 -1.3486 0.3223 1.495 -2.210 -0.285 -0.117
N 1.8450 -1.3845 -1.0028 0.214 -0.396 0.048 -0.110
H 1.7084 -2.9491 -2.3711 0.139 0.181 0.685 0.233
H 2.4498 -4.4661 -0.0744 -0.129 0.647 -0.112 0.231
```
Forces are in eV/Å.

Computed properties:
* structure (SMILES): C=C(CO)OC.c1cnon1
* relative energy (zero: lowest compared OMol25 entry of this formula, charge and spin): 6.0134 eV
* gap between HOMO and LUMO: 0.3552 Eh
* net charge: 0

(3)
Density functional theory data (the ωB97M-V functional and the def2-TZVPD basis) for the ion C3H4N3O2S with charge -1 at a distorted geometry.

XYZ file:
```
13
Properties=species:S:1:pos:R:3:forces:R:3:nbo_charge:R:1
C 0.2918 -2.5247 1.4218 0.832 -1.062 -2.105 -0.267
O 0.0612 -1.1461 1.3960 -0.252 0.764 0.634 -0.417
N 0.6848 -0.6695 0.2445 0.329 0.893 -0.388 -0.197
C 0.2988 0.4830 -0.1722 -1.314 -1.323 0.669 0.156
N 0.8244 0.8655 -1.3827 -0.359 0.658 -0.509 -0.304
N 0.1820 1.8353 -1.9241 0.299 -2.014 -1.518 -0.194
S 0.1748 3.6228 -0.7492 -0.010 2.351 1.341 -0.306
C -0.9263 2.5362 -1.4427 0.836 1.097 0.021 0.431
O -2.0979 2.5625 -1.7123 -0.411 -0.893 -0.010 -0.609
H 0.9476 -2.6656 0.4574 -1.000 -0.522 2.059 0.212
H -0.6654 -3.0563 1.2690 0.308 0.081 0.120 0.161
H 0.7782 -2.9154 2.3396 -0.127 0.575 -0.393 0.164
H -0.5539 1.0723 0.2549 0.870 -0.606 0.079 0.171
```
Forces are in eV/Å.

Computed properties:
* structure (SMILES): CO[N-]/C=N/N1SC1=O
* relative energy (zero: lowest compared OMol25 entry of this formula, charge and spin): 4.2163 eV
* gap between HOMO and LUMO: 0.2653 Eh
* net charge: -1

(4)
Density functional theory data (the ωB97M-V functional and the def2-TZVPD basis) for a cluster of 2 separate species, CCl2FNO in total at a distorted geometry.

XYZ file:
```
6
Properties=species:S:1:pos:R:3:forces:R:3:nbo_charge:R:1
C 0.8412 0.1910 -0.9557 0.648 2.172 -2.419 0.834
N -1.2499 -0.4989 0.5204 1.391 -1.931 -1.301 -0.441
O 0.7439 0.9673 -1.8681 0.143 -2.228 2.584 -0.499
F 2.0063 -0.2161 -0.4076 -0.835 0.183 -0.310 -0.320
Cl -2.1742 0.6886 1.0379 -1.124 1.705 1.003 0.273
Cl -0.1673 -1.1318 1.6732 -0.223 0.099 0.443 0.153
```
Forces are in eV/Å.

Computed properties:
* relative energy (zero: lowest compared OMol25 entry of this formula, charge and spin): 2.0416 eV
* gap between HOMO and LUMO (alpha / beta): 0.3155 / 0.3092 Eh
* net charge: 0